Computed, not measured: a structure of composition C30H26CoN3PS3Se2, with ωB97M-V/def2-TZVPD.

For the HOMO energy (spin up / spin down), the calculation gives -9.92 / -9.93 eV. Its multiplicity is 1. The net charge is +1. For the strongest force on any atom, the calculation gives 4.72 eV/A.

```
66
Properties=species:S:1:pos:R:3:forces:R:3
Co -1.5805 -0.1096 -0.1410 0.97 1.51 0.79
C -1.0219 0.6557 3.2333 -0.21 0.22 0.03
C -0.6160 -0.6681 2.7060 -0.01 0.03 0.52
N -0.5742 -1.0254 1.4469 -1.24 0.49 -1.06
C -0.1397 -2.3151 1.2747 0.04 -0.58 0.35
C 0.1217 -2.9501 2.4503 -0.21 0.32 0.01
S -0.1454 -1.9225 3.7923 -0.04 0.41 -0.88
C -0.1205 -2.3114 -1.3506 0.52 -0.71 -0.99
C -0.1020 -3.0211 -2.5131 0.02 0.38 0.29
S -0.2093 -1.9889 -3.8775 0.05 0.47 0.64
C -0.2714 -0.6346 -2.8097 0.01 -0.17 -0.44
N -0.1948 -0.9488 -1.5459 -0.77 0.33 0.64
C -0.4706 0.7345 -3.3353 -0.13 0.19 -0.04
H -1.1376 1.3747 2.4245 0.10 -0.06 0.06
H -0.2770 1.0219 3.9406 -0.01 0.02 -0.03
H -1.9787 0.5823 3.7509 -0.03 -0.03 0.06
H 0.4584 -3.9571 2.5973 0.14 -0.18 -0.07
H -0.0398 -4.0836 -2.6381 0.09 -0.20 0.04
H -0.4785 0.7261 -4.4215 0.05 0.04 -0.07
H 0.3201 1.3968 -2.9799 -0.02 -0.03 -0.04
H -1.4284 1.1276 -2.9859 0.11 0.08 -0.08
Se 2.2482 0.1658 -0.0112 -0.11 0.59 0.10
P 1.3189 2.1164 -0.0225 1.30 -1.13 -0.21
Se -0.9140 2.1098 -0.1072 -0.23 0.53 0.31
C 1.9366 3.0202 -1.4913 -0.45 -0.10 0.34
C 3.2660 2.8392 -1.8572 0.08 0.00 0.04
C 3.7422 3.4257 -3.0152 0.00 0.02 0.01
C 2.8933 4.1741 -3.8161 -0.06 0.02 -0.02
C 1.5689 4.3540 -3.4483 0.00 0.08 -0.09
C 1.0891 3.7897 -2.2788 0.03 0.01 0.13
C 1.9024 2.9868 1.4803 -0.53 -0.07 -0.34
C 3.2320 2.7933 1.8428 0.13 -0.03 -0.07
C 3.7207 3.3753 2.9968 -0.04 0.05 -0.01
C 2.8842 4.1410 3.7944 -0.06 0.02 0.01
C 1.5626 4.3405 3.4258 -0.01 0.07 0.12
C 1.0666 3.7711 2.2639 0.00 -0.02 -0.11
H 3.9201 2.2226 -1.2541 -0.06 -0.03 -0.02
H 4.7720 3.2792 -3.3020 0.10 0.01 -0.03
H 3.2641 4.6133 -4.7300 0.02 0.04 -0.08
H 0.9019 4.9223 -4.0784 -0.03 0.11 -0.05
H 0.0566 3.9330 -1.9827 0.01 0.01 -0.08
H 3.8797 2.1738 1.2351 -0.08 -0.01 0.05
H 4.7510 3.2198 3.2775 0.09 0.00 0.03
H 3.2651 4.5803 4.7043 0.00 0.05 0.07
H 0.9141 4.9380 4.0486 -0.05 0.07 0.04
H 0.0370 3.9303 1.9667 0.00 0.01 0.06
C 1.6594 -3.3528 -0.0469 0.29 0.06 0.03
C 0.1313 -3.0294 -0.0372 -0.04 0.41 -0.18
C -0.6974 -4.3143 -0.0343 -0.15 0.04 -0.01
C -2.0185 -4.5745 -0.0606 0.28 -0.52 -0.04
C -3.2187 -3.7719 -0.0237 -0.99 -0.96 -0.45
C -4.4834 -4.3519 0.0624 1.81 -0.42 -0.19
C -5.6352 -3.5859 0.2161 -0.17 1.35 0.15
C -5.5835 -2.2023 0.3777 -0.87 -0.38 0.01
C -4.3593 -1.5712 0.2977 0.62 1.30 0.59
S -3.9528 0.0962 0.5393 0.47 -0.21 -0.16
C -3.1947 -2.3467 -0.0506 0.14 1.89 -0.17
N -2.2037 -1.6560 -0.4722 -0.69 -4.65 0.33
H 1.8406 -4.4220 -0.0951 0.01 -0.18 -0.02
H 2.1492 -2.9572 0.8398 0.01 -0.08 -0.02
H 2.1416 -2.8909 -0.9061 0.00 -0.06 0.04
H -0.0650 -5.1917 -0.0008 -0.07 -0.22 -0.04
H -2.2621 -5.6315 -0.0613 0.10 -0.09 0.03
H -4.5643 -5.4277 -0.0052 -0.01 -0.07 0.13
H -6.5930 -4.0816 0.2487 -0.12 -0.04 0.01
H -6.4847 -1.6362 0.5543 -0.10 0.02 0.04
```
Positions in Å, forces in eV/Å.